This record from the Open Molecules 2025 dataset describes a molecular structure, C63H154N14O7. The level of theory is ωB97M-V/def2-TZVPD.

Summary:
**LUMO energy**: 0.11 eV
**Frontier orbital gap**: 7.073 eV
**ΔE to the lowest compared entry with this formula, charge and spin**: 1511.2 kJ/mol
**Charge**: 0

```
238
C63H154N14O7 (ωB97M-V/def2-TZVPD)
H -3.0111 -6.1824 2.3565
H -0.0047 -5.8440 -2.7186
H -7.9269 -2.6756 -1.8342
H 6.5350 3.6243 -4.3217
H -2.5711 -2.4623 -6.7689
H 1.8650 -1.6498 -2.1295
H -4.0299 -3.4924 1.2338
C 4.3459 0.3180 2.8554
H -4.6280 -1.9434 2.9351
C -3.0279 -5.4193 1.5808
H -7.5992 -1.1704 -2.7507
H -4.0498 0.4026 3.7287
H 7.4324 -2.3826 0.9957
H 2.2472 1.3380 0.8735
N 6.9429 1.8725 -2.2972
H -1.9234 1.6223 -0.0002
N 2.7124 -3.2510 -1.0490
N -0.5218 1.3096 5.7266
H -3.4413 -1.4382 0.6400
H 4.5311 -3.0137 6.3351
H -4.2315 2.7392 2.6499
H 8.2950 0.8530 0.0806
H 6.1610 0.9418 -4.0074
H 5.4289 -3.3660 1.9534
C -3.5733 -1.4836 -1.4925
C -4.5033 4.1465 4.8346
C 1.9805 0.4053 0.3712
H 2.8400 1.5720 -7.0496
C -4.3934 1.3005 -2.2307
C -3.2916 4.6448 4.0532
C -5.8439 2.3222 5.5724
H 1.7770 5.4039 2.0932
C 0.6081 0.9845 5.0859
O 2.9378 0.2639 -4.9559
H -5.9228 2.7655 3.0191
H 1.7587 2.9993 2.2446
N 1.3026 -4.6546 -0.5046
C -0.1158 -4.8392 -0.8374
H 0.8081 3.5606 3.6378
C 3.9996 -3.1586 -1.4295
C 1.8909 1.0047 5.8957
H -6.1066 0.2906 -2.7226
H -0.0118 3.0025 2.1873
C -2.0683 -3.0318 3.1434
C 8.6086 0.6006 -0.9342
H 3.8394 3.0017 -6.8601
H 6.1343 -3.2013 5.6467
C 0.8611 3.5412 2.5442
C -0.1421 3.7661 -1.9219
H -2.8127 5.3391 0.4822
H -2.2601 0.2556 1.1257
H 2.4744 -3.9136 -0.3179
H 6.7401 -0.1812 -1.7421
H 3.9661 -5.4402 0.2600
H -2.3780 4.0922 4.2826
H 4.3649 2.0583 -0.7908
H -0.6413 5.8673 -2.0347
C -5.4649 2.2666 7.0515
H -4.4760 2.1124 -2.9574
H 0.7857 -2.4094 -0.8700
H 0.1445 1.0176 1.9922
H -4.7594 1.6646 -1.2702
H 2.3451 -0.4630 0.9204
O -2.4688 6.4211 -1.6098
C 5.4284 -2.2762 1.8794
O 0.6218 0.6281 3.9166
C 0.9570 7.0359 -3.5243
H 4.3280 0.2312 1.7705
H 3.7596 -2.0085 4.2483
H -2.2387 -1.2981 -4.3976
H 0.7839 -1.7147 -4.5277
H -0.0736 -0.4616 -5.4225
H -6.2405 1.7765 7.6418
H 5.5281 -0.2026 4.5370
H -3.4210 4.5658 2.9722
H 5.4352 -1.9771 -2.5283
H -0.0802 -4.0688 -7.5804
H 6.1927 3.6310 -1.4246
N 0.9031 4.9073 2.0765
H -5.7284 -2.9466 -1.1184
H -1.3049 -2.2158 -3.2711
C -4.6101 5.7015 -2.3467
C 2.0895 -5.8852 -0.7700
H -5.6150 -2.6169 -2.8430
O 4.8836 -3.8360 -0.9027
H -4.5696 6.5956 -2.9671
C 4.3737 -2.2000 -2.5411
C -7.3176 -1.7707 -1.8900
H -0.4550 7.1446 0.0197
H 0.1688 7.6156 -3.0448
N -3.6405 5.2343 -0.1124
O -1.1586 4.9172 1.1723
H -1.2419 -5.2544 -3.3863
N 2.7180 2.5160 -5.1657
H 1.9494 7.4141 -3.2823
H 0.7945 -2.1724 0.5242
H -1.3911 -4.7767 -2.6236
H -3.3017 1.2176 -2.1629
H -2.5980 1.3937 5.8338
H 2.3034 0.0142 6.0822
H -3.8529 -3.0778 -0.0094
H -0.2210 7.5800 1.6983
H -3.9053 -1.9857 4.5257
H -0.9107 -1.5638 1.9905
H -5.1908 4.6823 1.2098
C 6.4724 2.6151 -1.1426
N 5.5709 -1.8347 3.2736
O 0.0109 0.0447 -0.9391
H -5.3947 -3.8488 5.1853
H 0.8636 7.1598 -4.6039
C -0.0824 5.4761 1.3579
N -4.9626 -1.0320 -1.5993
C 0.9279 5.5485 -3.2120
H -1.9876 -5.1211 1.4330
H -4.6195 1.5855 7.2119
H 5.0219 2.9472 -4.9503
H 2.1034 3.2058 -7.0288
C 5.5489 -0.3717 3.4580
C 2.7848 1.3780 -4.4570
C -1.1454 -3.8479 -7.5646
C -1.3272 -1.9148 -4.3202
C 6.5263 -1.7861 0.9444
H -6.7019 2.9982 5.4249
H -1.4270 -3.4937 -8.5559
C -5.0584 -0.0045 -2.6342
C -4.3414 -2.6253 3.7558
H 4.9724 3.7371 -3.4845
C 5.2400 -2.5712 5.6349
H 1.1528 7.0623 0.6192
H -6.3164 -2.4735 4.7281
H -4.7126 0.4994 2.1070
H -7.5993 -1.2142 -0.9916
H 4.1223 -6.5233 -1.1054
C 1.4474 -4.2691 0.9053
H 3.8885 -4.7894 -1.3611
C -0.3416 -4.8760 -2.3446
C -5.6244 -3.2162 4.3234
C -4.6867 4.3441 0.3022
H 1.3289 -2.5641 2.2042
H 0.6111 3.4299 -1.2090
H 3.7840 -1.2854 -2.4761
H 4.2675 1.3646 3.1651
H -1.3760 -3.8752 3.0353
C 3.5937 -5.6390 -0.7460
H -5.4867 4.2179 -0.4237
C 1.4824 -2.7490 1.1397
C 5.6338 3.0738 -4.0522
H -0.5005 -5.7389 -0.3377
H -0.1068 3.1351 -2.8112
H 1.7360 1.4395 6.8875
H 1.8110 -6.6197 0.0013
H 5.5352 0.9204 -0.0790
N -0.0273 5.1351 -2.3729
C 1.5619 -2.5552 -1.6151
C -1.8778 -2.0623 1.9670
H 9.0802 -0.3819 -0.8529
H 6.7163 -0.7278 1.1259
H -0.5955 -3.9482 -0.4202
H -4.8795 -4.6497 2.2080
H -3.4163 -2.2605 -2.2569
N -0.2679 0.9939 1.0749
C -4.8786 0.7965 3.1429
H 0.2268 -4.0921 -2.8428
C -3.4937 5.7988 -1.3176
H 4.9887 1.4591 -2.8388
H -0.8831 -1.8871 -6.8638
H -3.0108 -5.2466 -3.0656
C 5.9198 1.7673 -3.3387
H -1.7499 -2.5624 4.0751
H 9.4286 1.2640 -1.2170
C -3.2751 -2.1642 -0.1558
H 1.5463 1.1310 -2.8598
H -4.4797 4.8298 -2.9826
C -4.9693 2.3010 3.3194
H -1.1207 3.6163 -1.4677
C 2.8714 2.5595 -6.6024
H -6.2384 1.3517 5.2761
H 7.9824 0.1730 -2.8737
H -2.6900 -1.3332 1.9017
C -1.7008 1.1778 0.9680
C 0.4935 0.4503 0.1122
H -3.0495 5.7017 4.1824
H -2.6333 -4.7965 -5.4688
C -5.8424 -2.1609 -1.8632
H -1.9414 -2.5605 0.9943
C 4.7154 -2.5565 4.2125
H -5.7549 0.2791 3.5350
H 3.3309 0.8965 -2.4608
H -5.4075 4.7035 4.5264
H 6.1218 -1.8491 -0.0673
H 2.5070 -2.4471 0.9139
H 4.1416 -2.6594 -3.5044
C -1.8279 1.1476 5.1115
N -1.3660 -3.1069 -5.1792
C -2.1534 -4.6546 -3.3933
H -1.7096 -4.7176 -7.2329
C 5.3438 1.9704 -0.3168
H 2.5736 0.3559 -0.5401
H 2.6682 3.3961 -4.6597
H -2.0000 1.8836 1.7458
H -2.0162 -3.9347 -2.5821
C -2.4218 -4.0125 -4.7404
C -0.1054 -1.0797 -4.5248
H -4.4051 4.4588 5.8759
H -3.3941 -3.4893 -4.6820
H 5.2833 2.4356 0.6715
H 4.4234 -2.0606 1.4858
H 2.6687 2.4914 -2.5498
N -3.4074 -3.6223 3.2592
H 1.7848 -6.2788 -1.7371
H -4.2416 3.3506 0.4172
H 0.0537 -0.4093 -3.6752
H 7.2970 2.7624 -0.4411
H 6.4992 0.0337 3.1128
C -1.5183 -2.7207 -6.5692
H -5.1226 3.2016 7.4896
H 2.6359 1.6075 5.3788
H -6.1642 -3.8059 3.5850
H 0.6696 -4.7399 1.5243
C 0.1121 6.9001 0.9159
N -4.7260 2.7111 4.7174
H 3.4097 -0.1060 3.2340
C 2.5714 1.4875 -2.9673
H -5.5931 5.7630 -1.8806
H -1.9030 0.1035 4.7934
H 1.1498 -3.2249 -2.3825
H -0.4428 1.5610 6.6944
H 5.4980 -1.5724 5.9836
H 4.5957 -3.5790 3.8577
H -2.8960 -0.6406 -1.5931
C -3.8864 -4.2380 2.0289
H -3.3928 -5.7544 0.6110
H 2.3924 -4.6579 1.2788
O 1.7719 4.8176 -3.7335
C 7.5065 0.5761 -1.9729
H -2.2343 -2.5018 -0.1531
H -1.9407 1.7679 4.2228
H -4.7431 -0.3754 -3.6194
```